# CH9N2O

A cluster of 2 separate species, CH9N2O in total at a distorted geometry (ωB97M-V/def2-TZVPD, the OMol25 dataset).

ORCA input file:
```
! RIJCOSX wB97M-V def2-TZVPD def2/J DEFGRID3
* xyz 1 1
O -0.41376 2.03968 -1.81501
H -0.78570 1.93708 -2.70204
H 1.36069 0.19902 0.22403
H -0.72212 2.92285 -1.56933
N 0.57461 -0.13065 -0.32296
C -0.45371 -0.81793 0.79094
N 0.24521 -1.47520 1.73983
H 0.94320 -0.95100 -0.79748
H 0.17241 0.54653 -0.98650
H -1.06986 -1.41750 0.15219
H -0.99991 0.06333 1.08427
H 0.63661 -1.00258 2.53093
H 0.33872 -2.47194 1.67274
*
```

Values from the calculation:
energy relative to the best compared isomer or geometry (same formula, charge and spin): 0.203 eV
HOMO: -14.8 eV
HOMO-LUMO gap: 11.6 eV

Which charges does natural (NBO) predict for the atoms? In e, they are: -0.9723, 0.4979, 0.4221, 0.5048, -0.7520, -0.0086, -0.8252, 0.4146, 0.4654, 0.2165, 0.2100, 0.4124, 0.4143

# C5H7NO

An isolated molecule of C5H7NO (ωB97M-V/def2-TZVPD, the OMol25 dataset).

ORCA input file:
```
! RIJCOSX wB97M-V def2-TZVPD def2/J DEFGRID3
* xyz 0 1
C 0.92768 -2.07755 -0.16633
C 0.57365 -0.62478 -0.09899
C 0.87823 0.31982 -1.01521
O 0.15482 1.46602 -0.78140
C -0.60547 1.22717 0.31053
N -1.46145 2.25469 0.67538
C -0.35642 -0.01084 0.81579
H 1.60341 -2.41561 0.62564
H 1.37838 -2.31174 -1.13572
H 0.00389 -2.66229 -0.08717
H 1.54475 0.33958 -1.86475
H -1.53496 2.97853 -0.02635
H -2.36426 1.95533 1.01708
H -0.74227 -0.43832 1.73150
*
```

Values from the calculation:
energy relative to the best compared isomer or geometry (same formula, charge and spin): 0.707 eV
HOMO: -7.6 eV
SMILES string: Cc1coc(N)c1
HOMO-LUMO gap: 8.6 eV

Which charges does natural (NBO) predict for the atoms? In e, they are: -0.6243, -0.0791, 0.0375, -0.4349, 0.4797, -0.8261, -0.4076, 0.2161, 0.2176, 0.2173, 0.2013, 0.3900, 0.3877, 0.2247

# C6H9ClN5OS

A structure of composition C6H9ClN5OS at a distorted geometry (ωB97M-V/def2-TZVPD, the OMol25 dataset).

ORCA input file:
```
! RIJCOSX wB97M-V def2-TZVPD def2/J DEFGRID3
* xyz 1 1
C 0.79844 1.24087 1.86057
C 0.57144 2.70860 0.23414
C 1.25800 0.41192 0.74541
C -0.55297 2.09640 -0.56136
C -0.21568 -2.80134 0.31523
C -0.92656 2.70640 -1.79032
N 0.54826 2.43792 1.55541
N -1.13400 -3.64102 0.79453
N 0.45056 -3.05019 -0.80586
N 0.91882 -0.75770 0.35945
N 0.06551 -1.70805 1.01191
O -1.13140 1.10197 -0.18712
S 1.76040 1.40048 -0.56756
Cl 0.65401 3.38563 -2.51959
H 0.74652 0.95016 2.85774
H 0.66183 3.71360 -0.08626
H -1.67572 3.49680 -1.60237
H -1.14374 2.02711 -2.56137
H -1.22360 -4.33586 0.05999
H -1.32972 -3.80054 1.74504
H 0.27005 -3.82208 -1.31330
H 1.31378 -2.50982 -1.04085
H -0.68423 -1.25127 1.49653
*
```

Values from the calculation:
energy relative to the best compared isomer or geometry (same formula, charge and spin): 0.000 eV
HOMO: -12.2 eV
HOMO-LUMO gap: 8.6 eV

Which charges does natural (NBO) predict for the atoms? In e, they are: 0.0471, -0.2031, 0.0350, 0.5144, 0.6782, -0.4128, -0.3065, -0.7541, -0.7411, -0.3123, -0.4153, -0.5588, 0.3500, -0.0756, 0.2211, 0.2614, 0.2708, 0.2607, 0.4095, 0.4441, 0.4034, 0.4667, 0.4169

# C5H24N10O7Pd

A structure of composition C5H24N10O7Pd at a distorted geometry (ωB97M-V/def2-TZVPD, the OMol25 dataset).

ORCA input file:
```
! RIJCOSX wB97M-V def2-TZVPD def2/J DEFGRID3
* xyz 2 3
N 0.50394 -4.82513 -2.01894
H 0.05512 -4.87241 -2.92251
H 0.55666 -5.69285 -1.50476
H -0.14173 -4.20856 -1.54666
H 1.41899 -4.39779 -2.03129
N -4.13502 -1.84020 -1.13676
H -4.89839 -1.21133 -0.93208
H -4.21445 -2.79204 -0.80846
H -3.25345 -1.44642 -0.84034
H -3.98897 -1.83862 -2.13615
Pd 0.99652 1.01861 3.80268
C 0.27690 -0.85365 0.95679
O -0.30581 -1.41440 0.00388
O 0.73079 -1.36713 1.96579
O 0.34464 0.39005 1.00243
C 0.98359 0.96484 -3.69258
O 1.45409 1.51362 -4.67357
N 0.70423 -0.27729 -3.51744
N 0.59649 1.73044 -2.70518
H 0.85171 -0.87645 -4.31703
H 0.36876 -0.51639 -2.59527
H 0.78469 2.72148 -2.75533
H 0.31078 1.16130 -1.92124
C -1.37684 -5.05808 3.30428
O -1.87671 -6.04347 3.74646
N -0.53205 -4.32490 3.90101
N -1.89254 -4.53620 2.19957
H -0.15357 -3.51917 3.42388
H -0.55678 -4.45855 4.90182
H -1.43386 -3.77115 1.72584
H -2.74338 -4.93920 1.83384
C 4.30275 2.36978 1.37412
O 3.72793 1.98371 2.37522
N 3.70132 2.35257 0.26824
N 5.50843 2.92771 1.50517
H 4.04668 2.81730 -0.55932
H 2.80276 1.89139 0.26527
H 5.79584 3.08588 2.46041
H 5.80040 3.54791 0.76341
C -1.92721 5.49348 -0.41060
O -2.06747 5.29605 -1.61335
N -1.23716 4.84045 0.43343
N -2.67195 6.30632 0.24545
H -0.85501 4.01112 0.00185
H -0.96176 5.03826 1.38481
H -2.21232 6.62999 1.08454
H -3.18736 6.98928 -0.29123
*
```

Values from the calculation:
energy relative to the best compared isomer or geometry (same formula, charge and spin): 10.182 eV
HOMO (alpha / beta): -13.3 / -13.3 eV
HOMO-LUMO gap (alpha / beta): 6.3 / 5.4 eV

Which charges does natural (NBO) predict for the atoms? In e, they are: -0.8474, 0.4568, 0.4683, 0.4501, 0.4691, -0.8502, 0.4732, 0.4578, 0.4654, 0.4519, 0.9517, 0.9019, -0.7935, -0.5634, -0.5086, 0.7329, -0.6515, -0.8481, -0.8303, 0.4159, 0.3848, 0.4344, 0.3609, 0.7366, -0.6329, -0.8201, -0.8724, 0.3923, 0.4282, 0.3670, 0.4017, 0.7591, -0.7637, -0.7933, -0.8127, 0.4031, 0.4125, 0.4201, 0.3912, 0.7364, -0.6676, -0.8302, -0.7963, 0.3896, 0.3986, 0.3654, 0.4054

# C3H9Cl2NSi

A cluster of 2 separate species, C3H9Cl2NSi in total at a distorted geometry (ωB97M-V/def2-TZVPD, the OMol25 dataset).

ORCA input file:
```
! RIJCOSX wB97M-V def2-TZVPD def2/J DEFGRID3
* xyz 0 3
C -0.02730 2.33600 0.14305
C 1.24527 0.89455 -1.49634
C -0.77085 0.09302 -0.76571
N 0.04035 1.09686 -0.63873
Si -0.42929 -3.12187 1.13197
Cl 0.62042 -1.90523 2.30267
Cl -2.25186 0.24222 0.16454
H 0.44514 2.27391 1.06607
H 0.41791 3.08310 -0.36606
H -1.08524 2.60775 0.36422
H 2.02466 0.79037 -0.70020
H 1.05742 0.00196 -2.04796
H 1.37682 1.81631 -2.04211
H -0.95399 -2.26932 0.00731
H 0.09744 -4.48749 1.20962
H -1.80690 -3.45213 1.66766
*
```

Values from the calculation:
HOMO (alpha / beta): -5.6 / -9.8 eV
HOMO-LUMO gap (alpha / beta): 6.4 / 8.5 eV

Which charges does natural (NBO) predict for the atoms? In e, they are: -0.3900, -0.3960, 0.1499, -0.5202, 0.8216, -0.3689, -0.0570, 0.1897, 0.1932, 0.2207, 0.1983, 0.2194, 0.1991, -0.1293, -0.1452, -0.1855

# C25H36F9N3O9PS3

A cluster of 4 separate species, C25H36F9N3O9PS3 in total at a distorted geometry (ωB97M-V/def2-TZVPD, the OMol25 dataset).

ORCA input file:
```
! RIJCOSX wB97M-V def2-TZVPD def2/J DEFGRID3
* xyz 1 1
C 2.37031 -0.50203 3.56702
C 2.86267 -1.48936 2.43930
C 3.13446 -0.74324 1.14913
C 4.11009 0.22637 1.18205
P 5.18224 0.63191 2.69329
O 5.31090 -0.66432 3.70054
O 6.73208 0.75201 2.12874
C 4.34629 1.01568 0.02294
S 5.53252 2.38800 -0.03525
C 7.13012 1.72220 -0.52424
O 5.19762 3.35082 -1.05310
O 5.59369 3.07382 1.21942
C 3.62507 0.74274 -1.13824
N 3.79933 1.42482 -2.37022
C 2.67069 -0.25974 -1.11414
N 1.94087 -0.44693 -2.30101
C 2.56804 -1.16233 -3.10559
S 3.41975 -1.67769 -4.26878
N 2.43775 -1.00086 -0.01081
S 1.24784 -2.30395 -0.04672
O 0.78800 -2.63003 -1.34757
O 1.90357 -3.43931 0.50194
C -0.26933 -1.80096 0.89118
F -0.02181 -1.08368 1.99061
F -0.91048 -0.95985 0.06693
C -1.26855 -2.99766 1.18046
F -2.43229 -2.74043 0.59345
F -0.84483 -4.14168 0.61676
C -1.44020 -3.29139 2.70057
F -2.03183 -4.49627 2.77695
F -0.25091 -3.44188 3.29765
C -2.35512 -2.28572 3.49121
F -2.69317 -1.20698 2.78498
F -3.42876 -2.85358 4.00012
F -1.63558 -1.84921 4.54668
H 2.36957 0.53039 3.21189
H 2.98229 -0.64469 4.45539
H 1.34747 -0.75101 3.85462
H 2.05902 -2.21592 2.36537
H 3.73148 -2.05763 2.76314
H 5.89593 -1.35224 3.34007
H 7.32576 0.39105 2.80230
H 7.28005 0.71598 -0.13015
H 7.23039 1.76259 -1.60971
H 7.89632 2.36218 -0.07867
H 3.36545 2.33980 -2.26365
H 4.78390 1.58081 -2.54511
C -5.65941 2.14139 4.26750
C -4.28026 1.51313 4.11634
C -3.65652 2.38318 3.03488
O -4.22882 3.68300 3.17474
C -5.34862 3.61554 4.06958
H -6.13717 1.93197 5.22301
H -6.32024 1.78735 3.47143
H -3.72112 1.61705 5.04993
H -4.30482 0.45767 3.85046
H -3.90206 2.00863 2.03343
H -2.56991 2.45257 3.12250
H -5.05765 4.09095 5.01195
H -6.18691 4.16729 3.64831
C 5.05245 -3.18920 -9.64305
C 3.68545 -3.65931 -9.16497
C 3.80543 -3.48702 -7.65931
O 4.70002 -2.38695 -7.44048
C 5.34761 -2.05309 -8.67695
H 5.06919 -2.87397 -10.68485
H 5.78578 -3.98913 -9.51669
H 2.90791 -2.99953 -9.55707
H 3.44386 -4.67994 -9.45685
H 4.23999 -4.37622 -7.19024
H 2.84588 -3.27692 -7.18276
H 4.92759 -1.10778 -9.03528
H 6.41488 -1.91431 -8.50258
C -8.21511 2.93786 0.49424
C -9.60531 2.42404 0.84694
C -9.64251 2.63678 2.35355
O -8.81816 3.77492 2.62636
C -8.06484 4.10592 1.45603
H -8.10431 3.22997 -0.54910
H -7.46756 2.17061 0.71499
H -10.36407 3.04258 0.36207
H -9.77796 1.38754 0.56017
H -9.22278 1.77635 2.88708
H -10.64961 2.81921 2.72938
H -8.48279 5.02498 1.03213
H -7.02617 4.29226 1.73138
*
```

Values from the calculation:
HOMO: -10.7 eV
HOMO-LUMO gap: 5.4 eV

Which charges does Löwdin predict for the atoms? In e, they are: -0.0615, -0.1640, -0.1797, -0.1976, 0.9371, -0.2714, -0.2775, -0.1316, 0.6484, -0.1131, -0.2935, -0.2973, -0.2045, 0.1224, -0.2001, 0.1114, -0.7291, 0.9543, 0.0503, 0.8139, -0.1860, -0.2021, -0.4185, 0.1347, 0.1396, -0.3668, 0.1977, 0.1589, -0.3337, 0.1739, 0.1707, -0.5250, 0.1774, 0.2140, 0.1594, 0.0787, 0.0767, 0.0666, 0.0694, 0.1183, 0.0808, 0.0831, 0.0585, 0.0760, 0.0912, 0.1183, 0.0876, -0.1589, -0.1749, -0.2158, -0.1366, -0.1916, 0.1175, 0.1078, 0.1172, 0.0923, 0.1145, 0.1119, 0.1217, 0.0963, -0.1684, -0.1686, -0.2201, -0.1837, -0.2010, 0.1154, 0.1161, 0.1164, 0.1153, 0.1186, 0.1040, 0.1182, 0.1168, -0.1699, -0.1703, -0.2034, -0.1458, -0.2055, 0.1122, 0.1078, 0.1153, 0.1118, 0.1124, 0.1175, 0.1213, 0.1000